1.
This record from the OMol25 dataset describes a 2-piece molecular cluster, C10H13NO overall at a distorted geometry. The level of theory is ωB97M-V with the def2-TZVPD basis set.

```
25
Properties=species:S:1:pos:R:3:forces:R:3:nbo_charge:R:1
C 0.738 -2.230 3.456 0.1171 0.2903 0.4784 -0.63
C 2.221 -1.581 1.496 0.1757 1.0853 -0.3625 -0.04
C 0.786 -0.691 0.032 -1.4840 -0.2284 -0.4022 0.15
C 1.007 -1.638 2.106 0.6078 -0.6213 0.0297 -0.08
C 0.058 -1.125 1.159 0.2971 0.1262 0.5237 -0.10
C 0.070 -0.210 -1.080 0.7583 -0.2078 0.9267 -0.24
C -1.300 -0.089 -0.953 0.2002 0.0853 -1.3664 -0.22
C -1.328 -0.999 1.259 0.4279 0.1219 -0.0363 -0.18
C -2.007 -0.465 0.190 -0.1360 0.0370 0.3295 -0.24
N 2.112 -0.931 0.254 0.0467 -0.4948 0.2673 -0.53
H 2.757 -1.130 -0.492 0.0357 0.2432 0.0339 0.40
H 3.228 -1.697 1.861 -0.0622 -0.5014 0.2453 0.21
H 0.625 0.056 -1.965 -0.2375 0.1490 -0.3123 0.21
H -0.301 -2.160 3.751 -0.3300 0.0313 -0.1848 0.22
H 1.279 -1.719 4.265 0.0799 -0.0921 -0.3102 0.22
H -1.803 0.242 -1.865 -0.2253 0.0669 0.4961 0.21
H -1.793 -1.314 2.185 -0.2751 0.0585 -0.1561 0.21
H -3.075 -0.316 0.254 -0.0741 -0.0467 -0.1625 0.21
H 1.002 -3.284 3.499 0.0753 -0.0850 -0.0504 0.22
C -1.001 3.446 -3.015 0.3632 0.0741 -0.4129 -0.25
O -0.139 4.352 -3.707 -0.1043 -0.1277 -0.0120 -0.73
H 0.544 3.858 -4.163 0.0304 -0.0286 0.0563 0.46
H -2.009 3.836 -3.118 -0.1181 -0.0433 0.2408 0.18
H -0.699 3.351 -1.980 -0.1191 0.1610 0.3877 0.17
H -0.971 2.439 -3.429 -0.0498 -0.0528 -0.2468 0.16
```
Positions in Å, forces in eV/Å.

- LUMO (eV) = 0.80
- frontier orbital gap (eV) = 8.80
- strongest force on any atom (eV/A) = 1.55
- E (eV) = -14117.98143
- HOMO (eV) = -8.00
- structure (SMILES) = Cc1c[nH]c2ccccc12.CO

2.
This record from the OMol25 dataset describes a 2-piece molecular cluster, C2H4ClNO2 overall at a distorted geometry. The level of theory is ωB97M-V with the def2-TZVPD basis set.

```
10
Properties=species:S:1:pos:R:3:forces:R:3:nbo_charge:R:1
C -0.774 -0.177 -0.465 2.1652 0.5207 -0.8264 0.62
C 0.778 -0.255 -1.018 -3.1212 -0.2544 -1.9454 -0.54
H -2.158 -1.104 0.915 0.7582 3.4933 2.3490 0.45
H 0.269 -0.588 1.418 -2.9306 3.6125 -2.1876 0.35
H 0.935 -1.436 -1.198 0.0694 3.1067 -0.0453 0.26
H 0.535 0.469 -1.950 1.5697 -2.1670 1.5996 0.27
N -0.707 0.314 0.848 0.7882 -5.6395 2.7803 -0.29
O -1.873 -0.227 1.531 -0.7652 -2.1736 -2.4547 -0.56
O -1.764 -0.414 -1.145 1.9334 0.0769 1.4682 -0.56
Cl 2.026 0.481 0.041 -0.4670 -0.5756 -0.7377 -0.01
```
Positions in Å, forces in eV/Å.

- LUMO (eV) = -0.23
- frontier orbital gap (eV) = 10.16
- strongest force on any atom (eV/A) = 6.34
- E (eV) = -20241.55447
- HOMO (eV) = -10.39

3.
This record from the OMol25 dataset describes N4S4 as an isolated structure at a distorted geometry. The level of theory is ωB97M-V with the def2-TZVPD basis set.

```
8
Properties=species:S:1:pos:R:3:forces:R:3:nbo_charge:R:1
N -0.608 -1.370 -0.295 -1.0412 -1.0269 -1.4466 -1.10
N -0.465 0.886 -1.578 0.4117 1.6089 -2.3816 -1.15
N 0.003 -0.463 1.885 1.7627 -0.5348 1.5091 -0.89
N 1.567 0.473 -0.183 2.2470 0.1107 0.5835 -0.89
S 0.385 -1.537 0.873 -0.3245 -0.3380 0.3635 1.31
S -1.363 0.027 -0.684 1.6931 0.1183 1.1062 1.21
S -0.736 0.824 1.401 -2.0110 1.0683 -0.1700 0.37
S 1.217 1.161 -1.418 -2.7379 -1.0064 0.4358 1.15
```
Positions in Å, forces in eV/Å.

- LUMO (eV) = -1.18
- frontier orbital gap (eV) = 7.63
- strongest force on any atom (eV/A) = 2.95
- E (eV) = -49296.08254
- HOMO (eV) = -8.81

4.
This record from the OMol25 dataset describes CrH16O8 as an isolated structure at a distorted geometry. The level of theory is ωB97M-V with the def2-TZVPD basis set.

```
25
Properties=species:S:1:pos:R:3:forces:R:3:nbo_charge:R:1
Cr -0.145 0.212 0.031 -1.4538 1.9948 1.6468 1.58
O -0.581 -1.885 -1.671 -0.0040 0.5521 1.2863 -0.43
H -0.095 -2.703 -1.770 0.8414 -1.9264 -0.1159 0.56
H -0.782 -1.615 -2.568 -0.5130 -0.0448 -1.6468 0.53
O -2.156 0.178 -0.552 1.2414 -0.2856 0.5794 -0.88
H -2.566 0.882 -1.056 -0.3258 1.0483 -0.4369 0.57
H -2.725 -0.579 -0.691 -0.6598 -0.7436 0.2903 0.56
O -0.967 1.458 1.492 0.2186 -1.0697 -1.1723 -0.87
H -0.572 2.061 2.122 0.7521 0.4241 0.5865 0.57
H -1.903 1.654 1.527 -1.0331 0.0102 -0.0812 0.56
O 1.680 -0.819 -0.383 -1.4370 -0.2666 0.0748 -0.76
H 1.858 -1.524 0.240 0.4172 -0.8631 0.8770 0.55
H 2.267 -0.993 -1.118 0.9857 0.2359 -1.1132 0.57
O -0.087 0.684 -2.016 0.2686 -0.2890 0.2758 -0.89
H 0.435 1.366 -2.438 0.4521 0.8300 -0.4963 0.57
H -0.488 0.206 -2.742 -0.4076 0.3772 -0.6164 0.53
O 1.268 0.211 2.269 -0.3505 -0.0777 -1.2324 -0.87
H 1.118 -0.224 3.109 -0.0437 -0.1040 1.1464 0.54
H 2.216 0.166 2.142 1.0122 0.2079 0.2588 0.53
O -0.680 -1.350 1.184 0.4136 0.4199 -0.7229 -0.87
H -1.221 -2.118 1.000 -0.7545 -0.6291 -0.2724 0.56
H -0.303 -1.523 2.047 0.2601 0.1052 0.8553 0.56
O 1.181 1.829 -0.068 -0.5878 -0.7831 -0.1559 -0.89
H 1.786 2.069 -0.770 0.6309 0.2628 -0.5923 0.55
H 1.462 2.357 0.680 0.0768 0.6142 0.7776 0.56
```
Positions in Å, forces in eV/Å.

- 2S+1 = 5
- LUMO (alpha / beta) (eV) = -19.35 / -23.89
- frontier orbital gap (alpha / beta) (eV) = 9.32 / 3.69
- strongest force on any atom (eV/A) = 2.97
- E (eV) = -45008.46444
- HOMO (alpha / beta) (eV) = -28.67 / -27.58
- charge = +4

5.
This record from the OMol25 dataset describes C4H9N3O2 as an isolated structure at a distorted geometry. The level of theory is ωB97M-V with the def2-TZVPD basis set.

```
18
Properties=species:S:1:pos:R:3:forces:R:3:nbo_charge:R:1
C 2.107 -0.718 -1.175 -0.1235 -0.0290 0.1484 -0.42
C -1.670 -0.540 -0.755 0.0456 -0.0076 -0.0642 -0.70
N 0.759 -0.593 -0.670 -0.3024 -0.4511 -0.0922 -0.14
C -0.522 1.539 1.980 -0.9339 0.0500 0.0029 0.75
C -0.347 -0.785 -1.445 0.2043 0.1761 0.1902 0.64
N -0.722 0.393 2.449 0.1696 0.4230 0.2092 -0.83
O 0.669 -0.020 0.574 -0.5776 -0.2134 1.5647 -0.67
N -0.632 2.616 1.457 0.1041 -0.5311 0.1576 -0.65
O -0.259 -1.149 -2.609 -0.0629 -0.0436 0.0429 -0.64
H -0.003 -0.357 1.537 1.0995 0.3178 -2.5383 0.50
H -0.783 0.236 3.443 0.1737 0.1955 0.1390 0.42
H 0.063 3.070 0.889 0.2067 0.1143 0.1879 0.43
H 2.616 0.248 -1.147 -0.0254 0.0059 0.0451 0.19
H 2.051 -1.062 -2.205 -0.0391 -0.0384 0.0688 0.24
H 2.663 -1.432 -0.564 0.0211 0.0388 -0.0591 0.20
H -1.800 -1.225 0.084 -0.0040 0.0102 0.0056 0.22
H -2.466 -0.698 -1.478 0.0385 -0.0153 -0.0033 0.24
H -1.725 0.476 -0.363 0.0056 -0.0023 -0.0049 0.22
```
Positions in Å, forces in eV/Å.

- LUMO (eV) = 0.44
- frontier orbital gap (eV) = 8.54
- strongest force on any atom (eV/A) = 2.78
- E (eV) = -12856.13560
- HOMO (eV) = -8.09

6.
This record from the OMol25 dataset describes C4H4O3 as an isolated structure at a distorted geometry. The level of theory is ωB97M-V with the def2-TZVPD basis set.

```
11
Properties=species:S:1:pos:R:3:forces:R:3:nbo_charge:R:1
O -2.359 -0.970 0.236 1.4777 0.4524 -0.6396 -0.45
C -1.269 -0.615 -0.024 -0.1664 -1.5510 0.3332 0.75
O 0.051 -1.715 -0.166 -1.3193 0.7760 0.1621 -0.59
C 0.720 -1.073 0.775 -0.3850 1.2807 0.2027 0.06
C -0.341 0.489 0.155 0.5693 -0.5697 -0.2751 0.04
C 0.297 1.309 -0.863 0.2895 -0.1167 -0.2291 -0.10
O -0.735 1.822 -0.015 0.2156 -0.4296 0.7714 -0.44
H 1.793 -0.874 0.621 -0.4511 0.0032 -0.1144 0.18
H 0.436 -1.265 1.819 0.0376 0.1563 -0.2338 0.17
H 0.060 1.209 -1.919 -0.1266 0.0494 0.1568 0.19
H 1.292 1.686 -0.628 -0.1413 -0.0510 -0.1342 0.19
```
Positions in Å, forces in eV/Å.

- LUMO (eV) = 0.68
- frontier orbital gap (eV) = 10.67
- strongest force on any atom (eV/A) = 1.67
- E (eV) = -10350.79809
- HOMO (eV) = -9.99

Among the records above, which one has the highest strongest force on any atom? C2H4ClNO2